{
  "formula": "C5H11NO",
  "method": "ωB97M-V with the def2-TZVPD basis set",
  "species": ["O", "N", "C", "C", "C", "C", "C", "H", "H", "H", "H", "H", "H", "H", "H", "H", "H", "H"],
  "coordinates": [[1.0444, -2.7548, 0.9172], [-0.0459, -0.0396, 1.4481], [-0.8672, -0.3313, -1.2994], [0.2066, 0.9656, 0.4971], [0.9418, 2.1929, 0.9994], [-1.4906, -0.3666, -2.4834], [-0.2689, 0.8746, -0.7683], [-2.0169, -1.2538, -2.8120], [-0.0037, 1.6960, -1.4226], [-0.9555, -0.4476, 1.3124], [-1.4631, 0.4635, -3.1793], [0.1934, 0.2198, 2.3836], [0.9774, 2.8843, 0.1602], [0.8538, -1.8187, 1.1042], [1.9778, -2.8177, 0.9603], [-0.7845, -1.2436, -0.7156], [1.8919, 1.7896, 1.3625], [0.4153, 2.7258, 1.7925]],
  "forces_ev_per_a": [[-1.3245, 0.2777, 0.0049], [0.4581, 0.1167, -0.7617], [-0.5336, 0.2313, -0.7110], [-1.0164, 0.6635, -0.3222], [-0.5766, -0.9910, -0.5036], [0.1697, -0.3809, 0.1816], [1.4462, -0.0498, 0.9761], [0.2136, -0.0746, -0.0843], [-0.3272, -0.0348, -0.1699], [-0.0914, -0.1847, 0.4786], [-0.2001, 0.1731, 0.2028], [-0.2999, 0.0005, 0.4057], [0.7339, 0.0085, 0.0993], [-0.0610, -0.0749, -0.0349], [1.4020, -0.2077, 0.0152], [-0.2322, 0.0543, 0.0737], [0.2696, 0.7854, -0.0746], [-0.0301, -0.3127, 0.2244]],
  "nbo_charge": [-0.96, -0.86, -0.22, 0.22, -0.65, -0.39, -0.33, 0.20, 0.21, 0.40, 0.19, 0.38, 0.23, 0.48, 0.46, 0.21, 0.22, 0.22],
  "orbital_gap_ev": 8.69,
  "total_energy_ev": -8900.070,
  "molar_mass_g_mol": 101.1,
  "de_lowest_kj_mol": 157.0,
  "e_homo_ev": -7.88
}